(1)
46
Properties=species:S:1:pos:R:3:forces:R:3 method="wB97M-V/def2-TZVPD" multiplicity=6 homo_lumo_gap_ev="8.323 / 5.255" charge=+3 s_squared=8.775
Rh -0.012679 -0.176174 0.084568 -0.278 0.202 -0.009
C 1.291623 2.796993 2.990629 0.040 -0.035 0.038
C 1.259176 1.488762 2.530868 -0.049 -0.015 -0.007
N 0.601394 1.425598 1.367417 0.113 -0.133 0.136
N 0.202351 2.683084 1.054496 0.081 0.109 -0.038
C 0.611325 3.519647 2.034833 -0.135 -0.008 -0.032
B -0.626624 2.914850 -0.226798 -0.085 -0.133 0.009
N -1.973931 2.136695 -0.069556 -0.041 0.097 -0.026
C -3.272265 2.463021 -0.037213 0.029 0.041 -0.004
C -4.036712 1.306919 0.146566 -0.007 -0.074 0.032
C -3.124073 0.288224 0.219743 -0.048 0.034 0.013
N -1.866299 0.780270 0.084045 0.036 -0.088 -0.053
N 0.115423 2.354213 -1.473702 -0.007 0.076 0.060
C 0.374804 2.893820 -2.680431 -0.057 0.008 -0.003
C 1.021148 1.961554 -3.471426 0.026 -0.001 -0.014
C 1.125932 0.836099 -2.675346 -0.039 0.021 0.068
N 0.568667 1.075323 -1.472667 0.162 -0.163 -0.191
N -0.784406 4.453254 -0.431813 -0.076 -0.247 0.056
C 0.189902 5.302511 -0.553245 -0.108 0.410 -0.012
C -0.402427 6.620121 -0.717093 0.197 -0.117 -0.121
C -1.804202 6.369892 -0.674395 -0.188 -0.198 0.089
N -2.050890 5.104526 -0.507882 0.208 0.194 -0.035
H 1.739566 3.168371 3.896094 0.006 0.005 -0.007
H 1.668872 0.599065 2.979346 0.006 0.003 -0.025
H 0.376460 4.571376 2.028105 0.009 -0.016 -0.021
H -3.597240 3.482834 -0.148821 0.028 -0.020 -0.004
H -5.109485 1.243965 0.215574 0.006 0.019 -0.002
H -3.284313 -0.766594 0.369646 0.040 -0.004 -0.011
H 0.075512 3.897954 -2.933590 0.005 -0.009 0.019
H 1.365059 2.088339 -4.483587 0.000 0.004 0.003
H 1.566357 -0.122936 -2.900079 -0.001 -0.002 0.019
H 1.234196 5.021704 -0.523414 -0.001 0.026 -0.023
H 0.112936 7.556882 -0.876655 0.025 -0.020 0.060
H -2.612474 7.082124 -0.755816 0.010 0.012 -0.020
Se 1.200105 -2.854753 2.980864 0.104 0.094 0.108
N 0.339097 -4.299079 2.530826 -0.069 -0.016 -0.150
C -0.369479 -4.046870 1.436687 -0.027 -0.065 0.018
C -1.215391 -4.933784 0.708526 0.005 0.012 0.027
C -1.845900 -4.433042 -0.394301 -0.004 0.003 -0.021
C -1.669075 -3.081268 -0.794251 0.060 0.013 0.009
N -0.891363 -2.233116 -0.148168 -0.032 -0.040 0.051
C -0.247756 -2.718243 0.952351 -0.048 -0.003 -0.089
N 0.537957 -1.888733 1.615452 0.112 0.018 0.106
H -1.343249 -5.959937 1.028770 0.012 -0.001 0.008
H -2.494698 -5.060303 -0.989320 -0.002 0.015 -0.013
H -2.179450 -2.707668 -1.674214 -0.017 -0.006 0.002

(2)
36
Properties=species:S:1:pos:R:3:forces:R:3 method="wB97M-V/def2-TZVPD" multiplicity=5 homo_lumo_gap_ev="7.290 / 7.359" charge=-1 s_squared=6.006
C -2.207118 -0.514163 -3.216141 0.516 -0.153 0.127
C -1.033553 0.296899 -3.367640 0.329 -0.682 -0.009
C 0.089674 -0.439930 -2.822765 0.037 -0.692 -0.644
H -1.007559 1.361582 -3.706094 0.013 -1.252 0.251
C -0.416900 -1.700504 -2.301744 0.236 0.085 -1.073
C -1.835950 -1.740784 -2.555560 0.471 0.349 0.072
H -2.531277 -2.519294 -2.157659 0.710 0.774 -0.616
H -3.240830 -0.196760 -3.476599 1.032 -0.386 0.236
H 1.101601 -0.009588 -2.590488 -1.185 -0.591 -0.532
H 0.162814 -2.423697 -1.671211 -0.622 0.758 -0.893
Pm -1.118997 0.133227 -0.764049 -2.466 0.783 -0.875
Br 0.129697 2.488376 -0.979631 0.794 1.543 -0.189
C -2.605683 0.826012 1.089215 -0.705 0.467 0.178
C -3.162378 -0.450102 0.674187 -0.095 0.671 0.029
C -3.848346 -0.234173 -0.574065 0.367 0.268 0.157
H -2.927113 -1.444485 1.141246 -0.513 1.179 -0.386
C -3.691274 1.148990 -0.956486 0.245 -0.367 0.582
C -2.928269 1.804958 0.066210 -0.472 -0.455 0.746
H -2.538994 2.848596 0.027106 -0.551 -1.127 0.110
H -1.837483 0.969449 1.897186 -1.242 -0.152 -0.821
H -4.299874 -1.033661 -1.202368 0.334 0.823 0.653
H -3.991717 1.613880 -1.924067 0.145 -0.512 1.036
O -0.028727 -0.191723 2.396554 -0.318 -0.193 0.261
C 0.824153 -0.275105 1.540020 0.603 -0.269 -2.452
O 0.621482 -0.458682 0.230761 1.849 -1.017 3.351
C 2.272360 -0.160404 1.858226 1.279 0.204 0.745
C 3.278809 -0.056324 0.876007 -0.066 0.010 0.273
C 4.621409 0.093202 1.247550 -0.230 -0.038 0.359
C 4.979976 0.134187 2.605399 -0.493 -0.052 -0.152
C 3.982173 0.023843 3.586403 0.044 -0.026 -0.360
C 2.639297 -0.122302 3.212001 0.608 0.112 -0.072
H 3.002339 -0.076720 -0.180368 -0.008 0.014 0.409
H 5.392182 0.184614 0.477238 -0.280 -0.030 0.251
H 6.026823 0.256533 2.893941 -0.325 -0.042 -0.085
H 4.254489 0.057253 4.645660 -0.109 -0.016 -0.367
H 1.872763 -0.193202 3.982024 0.066 0.011 -0.299

no.,calculated total energy (eV)
1,-103264.2808
2,-108568.9443